Run A
Entry from OMol25: C3H7NOSi as an isolated structure (ωB97M-V/def2-TZVPD).

Structure (XYZ):
```
13
Properties=species:S:1:pos:R:3
H -2.73574 -1.47084 -0.41184
H 2.39077 1.46276 -0.39818
C 1.98706 0.64160 0.04589
C 0.68069 0.53355 0.41767
C -0.40496 1.20836 -0.17180
H -0.60395 -1.23592 -0.92113
H -0.38290 2.30741 -0.25534
Si -1.58345 -0.95558 0.10651
H 0.48450 -0.28543 1.15351
H 2.59944 -0.19101 0.39891
N -1.60609 0.79981 0.02594
H -1.11864 -1.50117 1.47439
O -2.67226 1.46520 -0.10377
```

The value obtained for the HOMO-LUMO gap (alpha / beta) is 8.4 / 8.4 eV. As for the LUMO energy (alpha / beta): -0.1 / -0.1 eV. As for the total charge: 0.

Atom charges from the Mulliken analysis, given in e for atoms 1 to 6:
1 H -0.171
2 H 0.360
3 C -0.803
4 C 0.036
5 C -0.346
6 H -0.060



Run B
Entry from OMol25: a 2-piece molecular cluster, C3H7NOSi overall (ωB97M-V/def2-TZVPD).

Structure (XYZ):
```
13
Properties=species:S:1:pos:R:3
N -0.50362 -2.81837 1.74941
H 1.07165 0.93802 -1.92713
H -2.33855 1.21177 -0.78121
C 0.05943 -1.85636 1.51270
Si 0.75562 -0.18351 1.61275
O -0.80418 0.12428 -1.43613
H -0.96114 2.20936 -0.99005
H 2.11915 -0.74091 1.66318
H 0.63391 -0.97825 -2.16477
C -1.38605 1.24912 -1.10197
C 0.43216 -0.00233 -1.74517
H 0.48369 0.13483 2.96137
H 0.43793 0.71236 0.64701
```

The value obtained for the HOMO-LUMO gap (alpha / beta) is 8.4 / 8.3 eV. As for the LUMO energy (alpha / beta): 0.3 / 0.3 eV. As for the total charge: 0.

Atom charges from the Mulliken analysis, given in e for atoms 1 to 6:
1 N -0.384
2 H 0.271
3 H 0.354
4 C 0.237
5 Si 0.466
6 O -0.229



Of them, run B has the lowest stability.



Run A
Entry from OMol25: C35H38AsBr2N4ORb as an isolated structure (ωB97M-V/def2-TZVPD).

Structure (XYZ):
```
82
Properties=species:S:1:pos:R:3
H 2.70761 -1.45081 -4.17067
H -2.02277 -3.00944 -2.25322
N 0.30722 0.99571 2.80827
C -2.62204 -2.84956 1.07078
H 3.01995 -3.74217 4.25721
H -0.37209 -1.58607 2.83064
C -0.42145 1.21545 3.87400
H 0.94491 4.54539 -2.58161
C 3.82843 0.80819 1.86845
H 1.93004 1.67888 6.24763
C -1.91639 -2.72097 -0.12387
H -0.29991 6.32137 -1.42243
C 1.10337 4.66537 0.17371
H -1.90732 1.39430 -4.48501
C 0.47027 -2.23156 2.61967
C 0.11922 1.45441 5.14987
Br 4.92363 0.49105 0.35678
O 1.87018 0.43241 0.61206
H 1.06669 0.79715 -4.48804
C 4.45353 1.08759 3.08423
H -5.99219 0.00679 0.41759
C 0.75315 1.80417 -4.21150
Rb -0.24760 1.42779 -0.00803
C 2.00712 -3.46485 -3.93939
H -6.11429 1.77212 0.23294
H 3.63717 -4.30717 1.92675
C 2.30646 1.27193 4.16031
H -1.52793 2.94585 -2.06881
C -0.85131 5.50329 -0.93016
H 1.18063 -5.38217 -3.43790
H -1.50040 1.20624 3.73853
H 1.77595 5.41823 -0.26594
H -1.23687 5.87408 0.01978
H -1.06348 -0.05371 -3.89360
H -4.29782 -3.91546 -2.22846
C 1.41802 -1.65693 -2.46717
As -0.21455 -1.73913 -0.13831
H -4.43206 -3.47465 2.02770
C 1.47576 1.48777 5.28485
C 0.57511 -3.86717 -2.04943
C -3.83413 -3.61670 -1.29613
H 2.53596 -3.83293 -4.80948
C -0.66832 3.06284 -2.73653
H 0.72437 5.05566 1.11842
C 0.79948 -2.56494 1.30902
H -0.00914 -4.55185 -1.44518
H -2.17166 -2.55547 2.01012
C -3.90941 -3.36669 1.08486
H 2.24791 -3.54878 0.05901
N -0.25928 1.73207 -3.17276
H 0.38048 2.31103 -5.11734
C 2.43893 0.71588 1.70392
C -1.39831 0.94663 -3.61501
H -1.70264 5.24264 -1.56007
C -2.54150 -3.10583 -1.30692
C 0.64969 -2.52186 -1.69427
C 3.72024 1.30928 4.21538
C 1.25559 -2.66546 3.67736
H -5.52663 -4.15712 -0.09070
N -0.01334 4.34029 -0.70298
C -4.52316 -3.75049 -0.10049
Br 4.62246 1.67115 5.84384
C 0.45455 3.77432 -1.96529
C -5.69780 0.86090 -0.19018
H 1.63218 2.34201 -3.85602
H 0.99089 -2.38619 4.69000
H 1.22691 3.03418 -1.73810
C 2.09788 -2.12798 -3.58510
C -4.24195 0.93216 -0.21588
C 2.39418 -3.42023 3.43475
H 5.53420 1.12107 3.11922
C 2.73896 -3.73769 2.13010
C 1.66396 0.99781 2.92546
H 1.69334 3.77090 0.38747
H -0.53569 1.61531 5.99572
N -3.09501 0.93612 -0.22387
H 1.51008 -0.61323 -2.18590
H -2.12140 0.85052 -2.80320
H -1.01629 3.66816 -3.59072
H -6.07343 0.72569 -1.20253
C 1.24523 -4.33519 -3.16916
C 1.94766 -3.31171 1.07089
```

The value obtained for the HOMO-LUMO gap is 6.2 eV. As for the LUMO energy: -0.2 eV. As for the total charge: 0.

Atom charges from the Mulliken analysis, given in e for atoms 1 to 6:
1 H 0.444
2 H 0.390
3 N 0.623
4 C -0.296
5 H 0.393
6 H 0.177



Run B
Entry from OMol25: C35H38AsBr2N4ORb as an isolated structure (ωB97M-V/def2-TZVPD).

Structure (XYZ):
```
82
Properties=species:S:1:pos:R:3
C -2.81089 3.24332 -0.18677
C 1.57787 -1.12404 4.46142
C -0.15183 0.78237 -6.11230
O 0.87017 -0.37380 2.33029
H -2.36534 4.12694 1.69184
H -1.13097 -2.56838 -5.44491
C -2.48050 -2.22640 -2.35850
H -0.34491 3.33053 -1.27870
H -3.65105 2.68371 0.23136
C -1.67952 -1.94094 -3.45911
H 0.21561 1.58378 -8.06796
H -3.89630 0.99110 -7.02794
C -1.18799 3.18241 -1.95580
Rb 0.23622 -0.14819 -0.02780
H -0.36888 3.46144 3.16774
H 4.93900 -4.46734 0.69153
N 2.60075 -2.09841 1.10319
C -1.81382 3.58358 0.90447
C 2.53266 -2.07928 2.46376
H 0.91814 -2.60075 -4.84140
N -2.25713 2.46302 -1.28477
C -1.10772 0.37005 -5.18981
H -2.49219 -1.54933 -1.51459
C 3.51577 -0.14935 -3.36872
C -3.31023 2.13125 -2.23007
C 2.99316 -2.15132 -4.59133
C 4.26539 -3.81007 1.22582
H 3.31788 -3.02434 -5.14509
H -2.80893 1.18388 1.57108
C 3.93678 -1.27469 -4.05889
C 4.21267 -3.81344 2.58910
H 0.90175 0.72883 -5.86683
H -3.80430 3.03026 -2.63767
As -0.65460 -0.27918 -3.39412
C -2.84405 0.93656 -6.77419
H 4.24128 0.54243 -2.95887
C 0.91623 -3.70790 -1.58401
C -3.25856 -3.37613 -2.32485
C -0.01533 2.86566 2.30956
H -1.45744 0.74831 2.64023
C -2.45799 0.45476 -5.53227
C -1.69461 -2.80698 -4.54974
H 1.65552 -5.58680 -1.00321
H 3.47170 -2.88490 -0.56864
H -4.06917 1.51653 -1.74380
C -1.88324 1.34434 -7.69201
H 4.99419 -1.46765 -4.18944
C -2.02314 1.58171 2.21623
H -2.46577 -4.63276 -5.36850
Br 4.27446 -3.97731 5.79473
H 0.67986 3.47952 1.73240
H -2.89413 1.57147 -3.06577
C 2.15488 0.08647 -3.19706
Br 0.39948 0.08671 5.32888
H -3.87459 -3.58814 -1.45943
C 3.33916 -2.93353 3.26494
C 3.43320 -2.92395 0.51969
C 1.58900 -1.12662 3.05583
C 3.22733 -2.85276 4.67045
H 0.51285 1.98968 2.69119
C 2.36762 -1.96385 5.25078
C -2.46223 -3.96387 -4.51635
H 0.81961 -5.55514 -2.57198
C 1.49479 -5.01002 -1.91333
C 1.63755 -1.90521 -4.42544
N -1.11853 2.43556 1.45405
H -1.06468 4.27890 0.51892
H 4.84069 -4.47903 3.16517
H -3.22436 4.19794 -0.55856
H -0.84030 2.60309 -2.80936
H -2.18326 1.71467 -8.66498
C -0.53931 1.26825 -7.35822
H 1.83332 0.97927 -2.67416
H -1.51744 4.16990 -2.32230
H 2.29582 -1.90650 6.32809
N 0.46245 -2.68689 -1.32624
H -3.21584 0.12439 -4.83138
C -3.24112 -4.25290 -3.40032
H -3.84361 -5.15291 -3.37636
H 2.44963 -4.86749 -2.41771
H -2.49921 2.13011 3.04535
C 1.20495 -0.78728 -3.71561
```

The value obtained for the HOMO-LUMO gap is 6.6 eV. As for the LUMO energy: 0.1 eV. As for the total charge: 0.

Atom charges from the Mulliken analysis, given in e for atoms 1 to 6:
1 C -1.134
2 C 0.232
3 C -0.368
4 O -0.467
5 H 0.442
6 H 0.430



Of them, run A has the lowest stability.



Run A
Entry from OMol25: a 3-piece molecular cluster, C3H12NO3 overall (ωB97M-V/def2-TZVPD).

Structure (XYZ):
```
19
Properties=species:S:1:pos:R:3
H -2.11324 -1.38580 -0.41585
H -1.14212 -1.37304 -3.24492
H 3.09226 0.98331 -0.86786
C 1.36048 1.25681 0.45297
H -3.22412 -1.47903 0.70381
H 0.59197 -0.54228 2.37729
C 0.32737 0.10456 0.44743
N -0.17942 -0.12822 1.84022
H 0.90081 2.22631 0.67940
H -0.36776 0.74181 2.34833
C 1.96452 1.19197 -0.97702
H -0.50972 0.24714 -0.23329
H -0.60992 -0.35684 -2.31993
H 2.21543 1.27289 1.13340
O -2.28956 -1.26204 0.53271
O 1.50399 1.20868 -2.05312
O -1.12276 -1.18738 -2.30918
H 0.67752 -0.85536 0.04711
H -1.07573 -0.66349 1.85848
```

The value obtained for the HOMO-LUMO gap (alpha / beta) is 8.7 / 4.9 eV. As for the spin multiplicity: 2. As for the LUMO energy (alpha / beta): -10.2 / -14.0 eV. As for the total charge: +2.

Atom charges from the Mulliken analysis, given in e for atoms 1 to 6:
1 H 0.331
2 H 0.331
3 H 0.404
4 C -0.456
5 H 0.323
6 H 0.394



Run B
Entry from OMol25: a 3-piece molecular cluster, C3H12NO3 overall (ωB97M-V/def2-TZVPD).

Structure (XYZ):
```
19
Properties=species:S:1:pos:R:3
C -1.33773 0.57700 1.28086
H 2.72547 0.30483 -2.01591
H 0.72670 -0.20938 2.69853
H 2.91041 -0.15956 -0.58091
H 0.60799 -2.22856 -2.21146
H -1.08732 1.39403 1.96204
H -3.34386 1.29944 0.29208
O -1.72479 1.44512 -0.89404
H 1.67182 1.01098 1.66366
H 0.23803 0.59898 -0.15621
N -0.04138 0.04356 0.67930
C -2.26017 1.09019 0.10513
H 1.17160 -3.21521 -1.20233
C 1.15326 0.03959 1.70601
H -1.91589 -0.17370 1.82993
H 1.83465 -0.76630 1.44423
H -0.03749 -0.99792 0.47583
O 2.18973 -0.00251 -1.26588
O 0.74469 -2.35397 -1.26654
```

The value obtained for the HOMO-LUMO gap (alpha / beta) is 7.1 / 3.3 eV. As for the spin multiplicity: 2. As for the LUMO energy (alpha / beta): -10.8 / -14.6 eV. As for the total charge: +2.

Atom charges from the Mulliken analysis, given in e for atoms 1 to 6:
1 C -0.389
2 H 0.317
3 H 0.450
4 H 0.316
5 H 0.300
6 H 0.448



Of them, run B has the lowest stability.